# 1
{
  "formula": "C5H6OS2",
  "method": "ωB97M-V with the def2-TZVPD basis set",
  "smiles": "CC1=C[C@H](S)C(=S)O1",
  "largest_force_ha_per_bohr": 0.094,
  "de_lowest_kj_mol": 183.2,
  "elements": ["C", "C", "C", "C", "S", "C", "S", "O", "H", "H", "H", "H", "H", "H"],
  "positions_angstrom": [[2.277645, 0.158802, -0.292376], [0.821384, 0.284266, 0.017847], [0.014357, -0.699393, 0.501755], [-1.424934, -0.202931, 0.677597], [-2.566604, -1.465854, -0.288156], [-1.292747, 1.102937, 0.097386], [-2.326197, 2.266142, -0.070923], [0.066426, 1.447430, -0.175483], [2.417725, 0.464200, -1.393114], [3.036436, 0.771869, 0.323958], [2.496661, -1.076278, -0.287275], [0.302289, -1.693188, 0.771105], [-1.719366, -0.273716, 1.684193], [-2.103075, -1.084287, -1.566515]],
  "forces_ev_per_angstrom": [[1.149, -1.651, -1.598], [-1.587, -1.755, 1.442], [0.476, 1.209, -0.034], [1.956, -3.698, -2.415], [1.090, 1.750, -0.591], [1.800, 2.572, -0.037], [-1.717, 1.196, -0.356], [-0.370, -1.311, -0.146], [-0.015, -0.362, 1.561], [-1.460, -1.135, -0.741], [-0.316, 3.625, 0.275], [0.229, -0.275, -0.004], [-0.780, 0.255, 1.160], [-0.456, -0.420, 1.484]],
  "nbo_charge": [-0.666, 0.293, -0.295, -0.394, -0.050, 0.128, 0.104, -0.481, 0.236, 0.247, 0.240, 0.227, 0.264, 0.146]
}

# 2
{
  "formula": "C5H15IN3O2",
  "method": "ωB97M-V with the def2-TZVPD basis set",
  "total_charge": -1,
  "largest_force_ha_per_bohr": 0.014,
  "de_lowest_kj_mol": 3.9,
  "elements": ["I", "C", "C", "C", "O", "C", "N", "H", "H", "H", "H", "H", "H", "H", "H", "H", "H", "H", "C", "O", "N", "N", "H", "H", "H", "H"],
  "positions_angstrom": [[4.035724, -1.301334, 0.187050], [-0.258432, -1.681292, 0.626775], [-0.597390, -1.413124, -0.835539], [-1.595753, -0.270981, -0.947359], [-2.008061, -0.152627, -2.309961], [-2.935495, 0.885459, -2.476514], [0.621564, -1.145197, -1.629716], [0.381776, -0.875717, 0.992208], [0.238054, -2.640986, 0.741501], [-1.147872, -1.644894, 1.265850], [-1.117065, -2.262043, -1.296951], [-1.111300, 0.676807, -0.666672], [-2.480284, -0.460768, -0.328416], [-3.266324, 0.887552, -3.516182], [-2.483068, 1.848233, -2.216241], [-3.847804, 0.716334, -1.885749], [1.419691, -1.241942, -0.998343], [0.672117, -0.160120, -1.880389], [1.629035, 1.463246, 2.527975], [0.816744, 1.813178, 3.390778], [1.415368, 1.699540, 1.197260], [2.805917, 0.841365, 2.807270], [2.042061, 1.369952, 0.482059], [0.573356, 2.187112, 0.960693], [3.262249, 0.327068, 2.055495], [2.935195, 0.535179, 3.753121]],
  "forces_ev_per_angstrom": [[-0.034, 0.104, -0.031], [-0.387, 0.377, 0.050], [-0.114, 0.351, -0.372], [0.284, 0.023, -0.635], [-0.080, -0.115, 0.171], [-0.181, -0.248, -0.153], [0.026, 0.197, 0.591], [0.210, -0.175, -0.011], [0.147, 0.041, 0.085], [-0.048, -0.286, -0.126], [0.103, -0.174, 0.203], [-0.127, -0.032, 0.315], [0.053, 0.077, 0.154], [0.267, 0.090, -0.056], [-0.172, 0.120, 0.003], [0.156, 0.116, 0.232], [0.144, -0.295, -0.283], [-0.266, -0.105, -0.201], [-0.336, 0.045, 0.546], [0.365, -0.037, -0.416], [-0.047, 0.105, 0.038], [-0.069, 0.226, -0.245], [0.043, -0.102, 0.017], [-0.015, -0.047, -0.054], [0.160, -0.157, 0.185], [-0.084, -0.100, -0.007]],
  "nbo_charge": [-0.934, -0.628, -0.070, -0.060, -0.542, -0.243, -0.843, 0.228, 0.225, 0.195, 0.173, 0.154, 0.162, 0.184, 0.161, 0.155, 0.390, 0.341, 0.772, -0.711, -0.864, -0.864, 0.413, 0.392, 0.423, 0.391]
}